Here is the molecule C2H3NOS at a distorted geometry from the OMol25 dataset. Energies are from wB97M-V/def2-TZVPD.

Kohn-Sham gap ... 8.83 eV
E ... -606.06157 Ha
Relative energy (zero: lowest compared OMol25 entry of this formula, charge and spin) ... 78.9 kcal per mole

Geometry (Å):
C (-0.06332, -0.40571, 0.11798)
C (-0.29031, 0.50087, -0.98028)
N (0.59521, 0.83755, 0.08381)
O (0.08769, -1.69423, 2.42229)
S (-0.60509, -1.62766, 1.12825)
H (0.13855, 0.15438, -1.98301)
H (-1.37176, 0.99299, -1.04634)
H (1.50904, 1.24182, 0.25729)

Here is a cluster of 2 separate species, C2H3NOS in total at a distorted geometry from the OMol25 dataset. Energies are from wB97M-V/def2-TZVPD.

Kohn-Sham gap (alpha / beta) ... 6.99 / 6.72 eV
E ... -606.01733 Ha
Relative energy (zero: lowest compared OMol25 entry of this formula, charge and spin) ... 106.7 kcal per mole

Geometry (Å):
C (-1.50551, -0.96799, -0.10124)
C (0.28094, 0.48106, 0.71321)
N (-0.69463, -0.15721, 0.43297)
O (3.23085, 1.22941, -0.54612)
S (2.04846, 0.69504, -1.25215)
H (-2.00624, -0.70040, -1.01556)
H (-1.75596, -1.88811, 0.39337)
H (0.40208, 1.30821, 1.37552)

Here is the molecule C2H3NOS at a distorted geometry from the OMol25 dataset. Energies are from wB97M-V/def2-TZVPD.

Kohn-Sham gap (alpha / beta) ... 7.18 / 7.16 eV
E ... -606.10108 Ha
SMILES ... CC(=O)N=S
Relative energy (zero: lowest compared OMol25 entry of this formula, charge and spin) ... 54.1 kcal per mole

Geometry (Å):
C (-0.27920, -0.63856, 0.04984)
C (0.99584, 0.25221, -0.05281)
N (-1.66721, -0.18611, 0.41480)
O (-0.16204, -1.81763, -0.17262)
S (-2.52681, 0.88346, -0.14161)
H (1.48377, -0.00655, -0.90211)
H (0.65643, 1.33179, -0.04424)
H (1.49923, 0.18139, 0.84876)

Here is the molecule C2H3NOS2 at a distorted geometry from the OMol25 dataset. Energies are from wB97M-V/def2-TZVPD.

Kohn-Sham gap (alpha / beta) ... 7.43 / 7.43 eV
E ... -1004.28465 Ha
Relative energy (zero: lowest compared OMol25 entry of this formula, charge and spin) ... 64.6 kcal per mole

Geometry (Å):
C (2.11768, -0.13274, -0.35427)
C (-1.36753, 0.30471, -0.20446)
N (1.37158, -0.02642, 0.73367)
O (1.87306, -0.08064, -1.53778)
S (-0.20368, -0.03436, 1.03532)
S (-3.05148, 0.12079, 0.09279)
H (3.22917, -0.25120, 0.08988)
H (-0.94162, 0.69412, -1.07694)
H (-3.02718, -0.59426, 1.22179)

Here is the molecule C2H3NOS2 at a distorted geometry from the OMol25 dataset. Energies are from wB97M-V/def2-TZVPD.

Kohn-Sham gap ... 7.74 eV
E ... -1004.28634 Ha
SMILES ... ON(C=S)C=S
Relative energy (zero: lowest compared OMol25 entry of this formula, charge and spin) ... 63.5 kcal per mole

Geometry (Å):
C (-1.38477, 0.64757, 0.22288)
C (0.76326, -0.69602, 0.00572)
H (1.53115, 1.32010, -0.27896)
H (-1.77672, 1.67966, 0.42290)
H (0.05300, -1.58948, -0.00610)
N (-0.02428, 0.46771, 0.02462)
O (0.62446, 1.66317, -0.12528)
S (-2.47687, -0.56440, -0.06737)
S (2.42037, -0.54179, 0.02490)

Here is the molecule C2H3NOS2 from the OMol25 dataset. Energies are from wB97M-V/def2-TZVPD.

Kohn-Sham gap ... 7.93 eV
E ... -1004.33876 Ha
SMILES ... O=C(C=S)NS
Relative energy (zero: lowest compared OMol25 entry of this formula, charge and spin) ... 30.6 kcal per mole

Geometry (Å):
C (-0.11216, 0.77035, 0.05604)
C (-0.84536, -0.51556, 0.15770)
H (2.59698, -0.64273, 1.23780)
H (1.74877, 1.53753, -0.33306)
H (-0.29971, -1.39714, 0.45747)
N (1.26825, 0.68311, -0.17352)
O (-0.69554, 1.81870, 0.10676)
S (2.31355, -0.64288, -0.06659)
S (-2.41444, -0.62948, -0.07616)

Here is a structure of composition C2H3NOS2 at a distorted geometry from the OMol25 dataset. Energies are from wB97M-V/def2-TZVPD.

Kohn-Sham gap ... 8.16 eV
E ... -1004.23372 Ha
Relative energy (zero: lowest compared OMol25 entry of this formula, charge and spin) ... 96.5 kcal per mole

Geometry (Å):
C (-1.10802, -0.09549, 0.56046)
C (1.19933, 0.59148, 0.36173)
H (-0.81089, -1.82575, -1.35895)
H (-0.82260, 0.30875, 1.65264)
H (1.22936, 0.33873, 1.49214)
N (0.14647, 0.07510, -0.20719)
O (-2.32592, -0.12543, 0.09546)
S (0.17084, -0.35406, -1.85580)
S (2.32144, 1.08667, -0.74051)

Here is the molecule C2H3NOS2 at a distorted geometry from the OMol25 dataset. Energies are from wB97M-V/def2-TZVPD.

Kohn-Sham gap ... 8.46 eV
E ... -1004.26798 Ha
SMILES ... O=C(S)/C=N/S
Relative energy (zero: lowest compared OMol25 entry of this formula, charge and spin) ... 75.0 kcal per mole

Geometry (Å):
C (0.23770, -0.27138, -0.02335)
C (-1.11054, 0.35315, -0.13049)
H (3.50782, 0.69976, -0.62419)
H (0.57353, -1.31348, 0.01753)
H (-3.58863, -0.27922, 0.68679)
N (1.30292, 0.50769, -0.08374)
O (-1.32254, 1.55820, 0.10300)
S (2.71436, -0.42986, 0.09543)
S (-2.31462, -0.82486, -0.04098)

Here is a structure of composition C2H3NOS2 at a distorted geometry from the OMol25 dataset. Energies are from wB97M-V/def2-TZVPD.

Kohn-Sham gap ... 8.12 eV
E ... -1004.25621 Ha
Relative energy (zero: lowest compared OMol25 entry of this formula, charge and spin) ... 82.4 kcal per mole

Geometry (Å):
C (0.87076, -1.79332, 0.14730)
C (0.04731, 0.32163, 0.83984)
H (-1.08466, 0.92512, -0.86814)
H (0.32334, -2.92083, -0.47377)
H (0.22218, 0.00283, 1.85292)
N (0.20980, -0.58867, -0.08438)
O (1.78040, -1.68704, 1.10540)
S (-0.51453, -0.06441, -1.72675)
S (-0.77804, 1.84192, 0.80885)

Here is a cluster of 2 separate species, C2H3NOS2 in total at a distorted geometry from the OMol25 dataset. Energies are from wB97M-V/def2-TZVPD.

Kohn-Sham gap (alpha / beta) ... 7.80 / 7.80 eV
E ... -1004.26527 Ha
Relative energy (zero: lowest compared OMol25 entry of this formula, charge and spin) ... 76.7 kcal per mole

Geometry (Å):
C (1.31136, -0.52142, -0.02837)
C (-1.12748, -0.36315, -0.80076)
N (1.16345, 0.55130, 0.63521)
O (1.87754, -1.44678, -0.45390)
S (-2.13523, -0.76383, 0.62589)
S (-1.64613, 1.13869, -0.02262)
H (-1.55613, -0.60144, -1.76524)
H (0.21100, 1.02414, 0.62395)
H (1.90162, 0.98248, 1.18584)

Here is a cluster of 2 separate species, C2H3NOS3 in total at a distorted geometry from the OMol25 dataset. Energies are from wB97M-V/def2-TZVPD.

Kohn-Sham gap ... 7.21 eV
E ... -1402.39484 Ha
Relative energy (zero: lowest compared OMol25 entry of this formula, charge and spin) ... 99.1 kcal per mole

Geometry (Å):
C (-0.97410, -0.00698, 0.19208)
C (0.51116, -0.51341, -0.06092)
H (1.07230, 1.93386, 0.34428)
H (-1.73156, 1.92252, 0.66904)
H (2.80044, 0.70029, -0.74660)
N (-0.87510, 1.33543, 0.58727)
O (0.09090, 1.85143, 1.34519)
S (-2.28590, -0.66758, -0.52146)
S (1.40779, 0.80533, -1.12496)
S (1.25530, -1.73736, 0.65104)

Here is the molecule C2H3NOS3 at a distorted geometry from the OMol25 dataset. Energies are from wB97M-V/def2-TZVPD.

Kohn-Sham gap ... 8.14 eV
E ... -1402.44900 Ha
SMILES ... S=C1SON[C@H]1S
Relative energy (zero: lowest compared OMol25 entry of this formula, charge and spin) ... 65.1 kcal per mole

Geometry (Å):
C (-1.18819, 0.60106, 0.18882)
C (0.24232, 0.20298, 0.33798)
N (0.28497, -1.19724, 0.71575)
O (-0.67651, -1.80961, -0.15579)
S (-1.66620, 2.14864, 0.36845)
S (-2.01406, -0.83830, -0.30648)
S (1.18308, 0.35634, -1.35743)
H (0.72141, 0.70489, 1.08299)
H (1.22241, -1.67850, 0.42659)
H (1.89077, 1.50975, -1.30089)

Here is the molecule C2H3NOS3 at a distorted geometry from the OMol25 dataset. Energies are from wB97M-V/def2-TZVPD.

Kohn-Sham gap ... 8.12 eV
E ... -1402.44234 Ha
SMILES ... ONC(=S)C(=S)S
Relative energy (zero: lowest compared OMol25 entry of this formula, charge and spin) ... 69.3 kcal per mole

Geometry (Å):
C (0.91369, -0.50881, -0.10754)
C (-0.58215, -0.88818, -0.00796)
H (-0.08124, 2.17411, 0.32479)
H (2.05032, 0.99163, -0.62225)
H (-2.71763, -0.52702, 0.92809)
N (1.14432, 0.76782, -0.39206)
O (-0.03815, 1.50186, -0.61996)
S (2.05046, -1.54010, 0.37618)
S (-1.42275, -0.52309, 1.45568)
S (-1.31687, -1.44821, -1.33498)

Here is the molecule C2H3NP2 at a distorted geometry from the OMol25 dataset. Energies are from wB97M-V/def2-TZVPD.

Kohn-Sham gap (alpha / beta) ... 7.75 / 7.75 eV
E ... -815.29004 Ha
Relative energy (zero: lowest compared OMol25 entry of this formula, charge and spin) ... 85.1 kcal per mole

Geometry (Å):
C (1.19141, -0.23664, -0.28648)
C (-0.91865, 1.42261, -0.10844)
N (1.26458, 0.92763, -0.46438)
P (-1.86223, 0.13603, 0.18398)
P (-0.36401, -1.49427, -0.08396)
H (1.90041, -1.09361, -0.13775)
H (-0.99899, 2.46898, -0.30009)
H (-0.21252, -2.13074, 1.19713)

Here is a cluster of 2 separate species, C2H3NS in total at a distorted geometry from the OMol25 dataset. Energies are from wB97M-V/def2-TZVPD.

Kohn-Sham gap ... 9.57 eV
E ... -530.81824 Ha
Relative energy (zero: lowest compared OMol25 entry of this formula, charge and spin) ... 73.1 kcal per mole

Geometry (Å):
C (-1.78107, -0.86849, -1.49419)
C (0.61689, 0.16093, 0.22187)
N (0.23863, 1.14281, 0.94250)
S (-1.43368, -2.00022, -0.53790)
H (1.40328, 0.30830, -0.52474)
H (0.45477, -0.86263, 0.61497)
H (0.50118, 2.11929, 0.77750)

Here is the molecule C2H3NS3 from the OMol25 dataset. Energies are from wB97M-V/def2-TZVPD.

Kohn-Sham gap ... 7.91 eV
E ... -1327.27869 Ha
SMILES ... S=CN(S)C=S
Relative energy (zero: lowest compared OMol25 entry of this formula, charge and spin) ... 23.8 kcal per mole

Geometry (Å):
C (-1.37807, 0.44605, -0.00457)
C (0.54352, -1.01499, -0.00167)
H (2.10682, 1.00815, 0.00914)
H (-1.61191, 1.49768, -0.01678)
H (-0.21356, -1.78884, 0.00647)
N (-0.00288, 0.23297, 0.00921)
S (0.97533, 1.68584, -0.00060)
S (-2.55416, -0.67682, 0.00036)
S (2.13490, -1.39003, -0.00156)

Here is the molecule C2H3NS3 at a distorted geometry from the OMol25 dataset. Energies are from wB97M-V/def2-TZVPD.

Kohn-Sham gap ... 7.99 eV
E ... -1327.24201 Ha
SMILES ... S=CNSC=S
Relative energy (zero: lowest compared OMol25 entry of this formula, charge and spin) ... 46.8 kcal per mole

Geometry (Å):
C (1.73297, 0.01249, -0.71466)
C (-1.86006, -0.28473, 0.62724)
H (2.19530, -1.03017, -0.64912)
H (0.06566, 0.99647, -0.06459)
H (-2.65286, -1.01509, 0.66256)
N (0.52486, -0.06677, -0.09014)
S (2.49968, 1.51676, -0.90978)
S (-0.59937, -1.21871, -0.17075)
S (-1.90618, 1.08975, 1.30925)

Here is a cluster of 2 separate species, C2H3NS3 in total at a distorted geometry from the OMol25 dataset. Energies are from wB97M-V/def2-TZVPD.

Kohn-Sham gap (alpha / beta) ... 7.87 / 7.87 eV
E ... -1327.24645 Ha
Relative energy (zero: lowest compared OMol25 entry of this formula, charge and spin) ... 44.1 kcal per mole

Geometry (Å):
C (-0.82855, -1.49296, 2.30835)
C (0.70007, 1.39604, -1.33050)
N (0.30008, 0.17183, -1.20172)
S (0.64397, -1.78992, 2.66894)
S (-2.34933, -1.15944, 2.38200)
S (-0.99196, -0.56465, -0.42350)
H (-0.07541, 2.14267, -1.06299)
H (1.51039, 1.72661, -1.86853)
H (1.09074, -0.43019, -1.47205)

Here is a structure of composition C2H3NaO2P at a distorted geometry from the OMol25 dataset. Energies are from wB97M-V/def2-TZVPD.

Kohn-Sham gap ... 7.77 eV
Total charge ... +1
E ... -731.68375 Ha
Relative energy (zero: lowest compared OMol25 entry of this formula, charge and spin) ... 71.4 kcal per mole

Geometry (Å):
H (-0.05156, -2.26135, 1.24726)
O (-0.80132, -1.27104, -0.44412)
C (1.00246, -0.77972, -0.03890)
H (1.92608, -1.33162, 0.16706)
C (-0.12968, -1.33571, 0.65986)
O (0.22798, 0.50527, 0.72908)
Na (-2.06939, 0.68862, 0.00310)
P (1.17910, 0.90653, -0.67894)
H (2.39860, 1.20552, -0.00648)